1.
The following is a quantum chemistry calculation of a molecular structure, C4H5NO, from OMol25.

```
11
Properties=species:S:1:pos:R:3
N 2.6644 -0.9954 0.1451
C 1.7659 -0.2667 0.1679
C 0.6112 0.6655 0.1280
C -0.5167 0.1902 -0.7853
C -1.0038 -0.5116 0.4738
O -0.2734 0.5019 1.2517
H 0.9920 1.6808 -0.0127
H -1.1620 1.0636 -0.9092
H -0.3538 -0.3169 -1.7342
H -2.0894 -0.6195 0.5690
H -0.5442 -1.4638 0.7441
```

## Properties
* HOMO-LUMO gap: 11.708 eV
* net charge: 0
* 2S+1: 1

2.
The following is a quantum chemistry calculation of 2 unconnected molecules or ions with the total composition C4H5NO, from OMol25.

```
11
Properties=species:S:1:pos:R:3
O 2.0806 -0.5268 0.1712
C 0.8984 -0.3267 0.0797
N -0.1141 -1.2468 -0.1098
C -1.4643 -0.6381 -0.2121
C -1.1727 0.8297 -0.0401
C 0.0429 0.9029 0.1227
H 0.0918 -2.2318 -0.2077
H -2.1253 -1.0153 0.5737
H -1.9148 -0.8485 -1.1867
H 1.6062 2.6224 0.6868
H 2.0713 2.4789 0.1223
```

## Properties
* HOMO-LUMO gap (spin up / spin down): 9.166 / 9.168 eV
* net charge: 0
* 2S+1: 1

What should be chosen as the least stable of them? Choose 2.